ORCA calculation (the ωB97M-V functional and the def2-TZVPD basis) on 2 unconnected molecules or ions with the total composition C23H33Cl3N2O3S at a distorted geometry.

Last columns: bonded neighbours and bond lengths (Å).
Geometry (Å):
1 N 6.4673 -2.1598 -0.2632  C2 1.522, H29 1.064, H30 1.064
2 C 5.0551 -1.6140 -0.1088  N1 1.522, C3 1.673, H31 1.170, H32 1.189
3 C 4.8054 -0.2079 -0.9797  C2 1.673, C4 1.638, H33 1.194, H34 1.173
4 C 4.0146 0.9492 -0.1329  C3 1.638, C5 1.638, H35 1.173, H36 1.194
5 C 2.3815 0.8213 -0.1200  C4 1.638, C6 1.632, C13 1.674, S26 1.870
6 C 1.7075 0.2129 -1.4764  C5 1.632, C7 1.633, H37 1.194, H38 1.194
7 C 1.4218 -1.3948 -1.4843  C6 1.633, C8 1.654, C12 1.673
8 C 0.2096 -2.1783 -0.6766  C7 1.654, C9 1.669, H39 1.170
9 C -0.0399 -3.8270 -0.7487  C8 1.669, C10 1.648, H40 1.190
10 C 0.9248 -4.7786 -1.6858  C9 1.648, C11 1.640, H41 1.182
11 C 2.1256 -4.0343 -2.5178  C10 1.640, C12 1.673, H42 1.192
12 C 2.3889 -2.3851 -2.4238  C7 1.673, C11 1.673, H43 1.177
13 C 1.8161 2.3925 -0.0023  C5 1.674, C14 1.639, H44 1.193, H45 1.183
14 C 0.4270 2.5190 0.8588  C13 1.639, C15 1.662, C24 1.639, H46 1.194
15 C -0.4637 3.8138 0.3176  C14 1.662, C16 1.637, H47 1.194, H48 1.176
16 C -1.1332 3.5941 -1.1601  C15 1.637, C17 1.637, H49 1.194, H50 1.193
17 C -2.5034 2.6990 -1.1883  C16 1.637, C18 1.638, H51 1.194, H52 1.194
18 C -3.6077 3.0642 -0.0351  C17 1.638, N19 1.543, H53 1.170, H54 1.171
19 N -4.5331 1.8385 0.1189  C18 1.543, C20 1.517, C23 1.539
20 C -6.0378 1.7323 -0.0432  N19 1.517, C21 1.656, H55 1.171
21 C -6.5563 0.1940 0.2848  C20 1.656, C22 1.641, H56 1.170
22 C -5.2581 -0.7242 0.6894  C21 1.641, C23 1.640, H57 1.171
23 C -4.0961 0.4242 0.5402  N19 1.539, C22 1.640, H58 1.180
24 C -0.4339 1.1314 1.0020  C14 1.639, O25 1.472, H59 1.189, H60 1.193
25 O 0.1965 0.0973 1.8382  C24 1.472, S26 1.739
26 S 1.8948 -0.0131 1.4809  C5 1.870, O25 1.739, O27 1.547, O28 1.579
27 O 2.3490 -1.4845 1.6281  S26 1.547
28 O 2.5889 0.7731 2.6610  S26 1.579
29 H 6.4731 -2.8685 -1.0565  N1 1.064
30 H 6.6019 -2.7669 0.5999  N1 1.064
31 H 4.2843 -2.4510 -0.3809  C2 1.170
32 H 4.9115 -1.3917 1.0508  C2 1.189
33 H 5.9063 0.2145 -1.1680  C3 1.194
34 H 4.3667 -0.4218 -2.0467  C3 1.173
35 H 4.5195 1.0148 0.9234  C4 1.173
36 H 4.2642 1.9847 -0.6718  C4 1.194
37 H 0.7120 0.8374 -1.6859  C6 1.194
38 H 2.4000 0.4387 -2.4223  C6 1.194
39 H -0.5491 -1.5836 -0.0133  C8 1.170
40 H -0.9202 -4.3253 -0.1214  C9 1.190
41 H 0.6828 -5.9350 -1.7270  C10 1.182
42 H 2.8305 -4.6749 -3.2348  C11 1.192
43 H 3.2730 -1.9894 -3.0917  C12 1.177
44 H 2.6561 2.9638 0.6232  C13 1.193
45 H 1.7938 2.9343 -1.0533  C13 1.183
46 H 0.7525 2.8198 1.9675  C14 1.194
47 H 0.3324 4.6950 0.1926  C15 1.194
48 H -1.2050 4.1837 1.1521  C15 1.176
49 H -0.3268 2.9960 -1.8058  C16 1.194
50 H -1.2484 4.6381 -1.7266  C16 1.193
51 H -3.0297 2.9306 -2.2347  C17 1.194
52 H -2.2542 1.5326 -1.2378  C17 1.194
53 H -3.1735 3.2597 1.0334  C18 1.170
54 H -4.2656 3.9458 -0.4361  C18 1.171
55 H -6.7891 2.5792 -0.3411  C20 1.171
56 H -7.6296 -0.2722 0.2978  C21 1.170
57 H -5.1502 -1.8427 1.0202  C22 1.171
58 H -3.0056 0.0422 0.7791  C23 1.180
59 H -0.6907 0.6080 -0.0339  C24 1.189
60 H -1.4860 1.4434 1.4711  C24 1.193
61 C -4.2767 -3.3290 3.8815  Cl62 1.772, Cl63 1.772, Cl64 1.772, H65 1.093
62 Cl -3.4350 -4.6486 4.7121  C61 1.772
63 Cl -3.1383 -2.3773 2.9131  C61 1.772
64 Cl -5.5792 -3.9656 2.8629  C61 1.772
65 H -4.7187 -2.6735 4.6362  C61 1.093

Calculated values
Largest force on an atom (eV/A): 8.42
Structure (SMILES): NCCC[C@]1(Cc2ccccc2)C[C@@H](CCCCn2cccc2)COS1(=O)=O.ClC(Cl)Cl
E_HOMO (eV): -7.705
HOMO-LUMO gap (eV): 7.770